No. 1
ORCA calculation (wB97M-V/def2-TZVPD) on one molecule with the formula C13H16N2O2.

Structure (XYZ):
```
33
Properties=species:S:1:pos:R:3:forces:R:3
C 0.56841 1.40333 0.57940 0.5 0.2 0.1
H -0.86741 -0.57057 -1.57012 0.0 0.0 0.1
C -1.46675 -3.11683 -1.14473 0.1 0.1 0.4
C 2.72961 2.34764 1.17491 0.0 0.0 0.0
O -0.17625 4.87030 -1.43907 -0.1 0.1 -0.1
C 2.13275 0.14451 1.91837 0.0 -0.1 0.1
H 0.21889 -0.57582 1.31526 0.0 -0.1 0.0
H 3.42978 3.16920 1.12610 0.1 0.1 0.0
C -2.12523 -1.84794 -0.61201 -0.1 -0.2 -0.2
H -0.62987 -3.76571 0.74065 0.0 0.1 0.0
C 0.00178 3.82289 -0.84593 0.3 0.1 0.1
C -1.71865 0.48082 -0.05520 -0.1 0.0 -0.1
H -1.11513 -2.94196 -2.16619 0.0 0.0 -0.1
H -1.87527 2.87889 -1.29047 -0.1 0.0 0.0
H 1.85945 4.35124 -0.19367 -0.2 -0.1 -0.1
H 0.44550 -2.72743 -0.22365 -0.1 -0.1 0.1
O 0.32244 -4.73355 -0.72386 0.2 -0.4 -0.3
H -2.63397 0.81838 -0.57197 0.1 0.0 0.1
C -0.94094 2.72296 -0.77226 -0.2 -0.4 0.1
H -1.98527 0.27525 0.98833 0.0 0.0 0.0
N 1.18143 3.59867 -0.16490 0.1 0.4 -0.1
C 0.91454 0.24579 1.28758 0.1 0.1 0.1
H 3.99565 1.11407 2.36289 0.1 0.0 0.0
H -3.03277 -1.62924 -1.20303 0.1 0.0 0.2
H -2.43670 -2.00711 0.42541 -0.1 0.0 0.0
C -0.69084 1.57824 -0.09927 -0.3 0.3 -0.3
H 2.38756 -0.75472 2.45798 0.0 -0.1 0.0
C 3.04185 1.19861 1.86419 -0.1 0.1 -0.1
C -0.28495 -3.54620 -0.27227 -0.2 0.4 -0.1
H 0.63768 -4.59706 -1.62409 0.0 0.0 0.1
H -2.20234 -3.92242 -1.17490 0.0 0.0 -0.1
N -1.18204 -0.74673 -0.61979 0.0 0.1 -0.2
C 1.49708 2.46251 0.52630 -0.1 -0.7 0.2
```
Forces are in eV/Å.

HOMO energy   -8.45 eV
SMILES string   O=c1cc(CNCCCO)c2ccccc2[nH]1
Energy relative to the best compared isomer or geometry (same formula, charge and spin)   18.24 kcal/mol
Kohn-Sham gap   8.7 eV
LUMO level   0.2 eV

Results of the Mulliken charge analysis, in e, for atoms 1 through 5: atom 1 (C): 1.110, atom 2 (H): 0.238, atom 3 (C): -0.663, atom 4 (C): -0.722, atom 5 (O): -0.693



No. 2
ORCA calculation (wB97M-V/def2-TZVPD) on C15H31NO3P2Pd as an isolated structure in a non-equilibrium geometry.

Structure (XYZ):
```
53
Properties=species:S:1:pos:R:3:forces:R:3
C -1.27463 4.67045 2.43846 -1.1 3.9 -2.7
C 2.87410 -3.27380 -0.54414 -0.1 0.0 0.0
H 1.49947 -2.63227 -3.69241 -0.1 0.0 0.1
C 0.58343 -4.46113 0.58976 0.1 0.0 -0.1
C 0.50474 -2.93735 -3.34405 0.0 0.1 0.0
C -0.10889 2.78489 0.28384 -0.9 -0.8 -0.8
H 1.15966 -0.05770 -4.19487 -0.1 0.0 0.0
O -0.67097 4.24553 3.81559 3.8 -2.4 7.7
O -0.03491 6.14746 4.75881 1.1 1.4 -2.3
H 1.42752 -4.66862 -2.39012 -0.2 0.1 0.0
H -0.06709 -0.80257 -5.25379 0.0 0.1 0.1
H 1.71868 1.24238 3.10400 -0.1 0.1 0.0
C 0.64706 -3.92466 -2.17862 -0.1 0.0 0.1
P 1.02810 -3.07518 -0.56207 0.3 -0.5 0.4
H 2.00124 2.92033 0.26075 -0.1 -0.1 0.0
C -1.46181 0.59439 0.47759 0.2 0.0 0.1
H 2.61546 0.76837 0.96948 -0.1 0.0 0.0
H -0.29413 -4.47156 -2.04181 0.1 0.1 0.0
H -2.45665 0.35794 0.08604 0.1 0.0 0.0
C -0.25647 0.56443 2.74566 1.0 -0.2 -0.2
H -0.50236 -4.60026 0.59054 0.1 0.0 0.0
C -1.30109 2.10527 0.51130 0.8 0.2 -1.0
H 1.36309 1.90124 -1.02190 -0.1 0.0 0.2
H 1.12805 0.01273 0.43862 0.1 0.1 0.1
C 0.98638 1.02993 2.32864 -0.7 -0.7 0.3
O -1.54538 5.08648 5.66736 -2.6 -1.2 0.0
H 3.17941 -4.30508 -0.76139 -0.1 0.2 0.0
N -0.82994 5.25687 4.72599 2.7 0.5 5.0
H -2.54273 -2.59271 -2.77255 0.0 0.1 -0.1
C -2.11115 -1.84099 -3.44033 0.1 0.0 0.0
H -2.21959 2.68291 0.43833 0.1 0.0 0.2
H -0.17911 3.83809 0.01818 0.0 -0.1 0.2
H 3.25748 -2.99062 0.44145 0.0 0.0 -0.1
C 0.09865 -0.31052 -4.28739 -0.1 -0.1 0.0
H -0.46393 5.41030 2.45669 -0.6 0.6 -1.7
Pd -0.43890 2.76911 2.48656 1.0 -3.3 -1.8
H -0.39944 0.41576 3.81420 0.0 0.2 -0.1
H -2.75414 -0.95566 -3.40356 0.1 -0.1 0.0
H -0.74515 0.16310 -0.22677 -0.2 0.0 0.1
H -1.86858 4.82928 1.52913 -0.8 -0.3 -0.9
H 1.06308 -5.40566 0.30447 -0.1 0.1 0.1
C 1.24613 2.15757 0.04218 0.0 -0.1 0.2
H -0.00705 -3.40841 -4.19466 0.2 0.1 0.1
H -2.10553 -2.23381 -4.46493 0.0 0.1 0.2
H 3.32790 -2.60467 -1.28150 0.0 -0.1 0.1
H -0.47255 0.62310 -4.26284 0.1 -0.1 0.0
P -0.40758 -1.38392 -2.86027 -0.2 0.2 -0.7
C -1.31487 -0.06770 1.86928 -0.1 0.2 -0.1
H -1.11787 -1.14416 1.75011 0.0 0.2 0.0
H 0.88960 -4.20193 1.60837 0.0 0.0 -0.1
C 1.53118 0.91072 0.91472 -0.1 0.1 -0.1
H -1.90893 4.84778 3.31293 -3.5 1.5 -2.6
H -2.26896 0.01453 2.40093 0.1 0.0 0.0
```
Forces are in eV/Å.

Multiplicity   3
HOMO energy (spin up / spin down)   -5.50 / -8.10 eV
Energy relative to the best compared isomer or geometry (same formula, charge and spin)   86.68 kcal/mol
Kohn-Sham gap (spin up / spin down)   5.9 / 7.4 eV
LUMO level (spin up / spin down)   0.4 / -0.7 eV

Results of the Mulliken charge analysis, in e, for atoms 1 through 5: atom 1 (C): -1.160, atom 2 (C): -1.378, atom 3 (H): 0.421, atom 4 (C): -1.399, atom 5 (C): -1.063



No. 3
ORCA calculation (wB97M-V/def2-TZVPD) on a 2-piece molecular cluster, CH4NOPS overall in a non-equilibrium geometry.

Structure (XYZ):
```
9
Properties=species:S:1:pos:R:3:forces:R:3
H -0.56131 -0.83239 1.22735 0.7 -0.6 -0.3
C -0.60391 -0.89026 0.12433 0.7 1.3 -0.7
H -0.56422 0.65000 -1.72281 -0.3 0.2 0.4
H -1.33210 -1.60955 -0.19671 -0.4 -0.2 -0.2
P -0.85707 0.90725 -0.33790 0.2 0.1 -0.3
O 0.61836 -1.14479 -0.63705 0.4 -0.1 1.9
S 1.84042 -0.09539 -0.08302 -1.6 0.3 -0.4
H 0.65626 1.67411 1.55235 0.4 -1.2 -4.8
N 0.80357 1.34103 0.07347 -0.1 0.3 4.5
```
Forces are in eV/Å.

HOMO energy   -8.53 eV
Energy relative to the best compared isomer or geometry (same formula, charge and spin)   67.67 kcal/mol
Kohn-Sham gap   8.4 eV
LUMO level   -0.1 eV

Results of the Mulliken charge analysis, in e, for atoms 1 through 5: atom 1 (H): 0.220, atom 2 (C): -0.305, atom 3 (H): 0.063, atom 4 (H): 0.348, atom 5 (P): 0.053



No. 4
ORCA calculation (wB97M-V/def2-TZVPD) on C4H8O as an isolated structure in a non-equilibrium geometry.

Structure (XYZ):
```
13
Properties=species:S:1:pos:R:3:forces:R:3
C -0.00010 -0.74259 1.05956 -0.7 -0.4 -1.1
H -1.04621 -1.89480 -0.63301 -0.5 -0.5 -0.1
H -0.63481 -0.45829 -1.54157 0.5 -0.2 1.2
C -0.94138 -0.83286 -0.53546 -0.6 -0.8 0.6
H 1.40403 1.89182 0.33484 -0.1 0.4 -0.1
H -1.83554 -0.27159 -0.27547 -0.2 -0.5 0.1
H -0.85365 -0.56199 1.69719 0.2 1.2 0.1
H 0.64356 1.66146 -1.25374 0.1 0.1 0.1
C 0.75490 -0.00941 0.06620 1.3 0.5 0.5
O 1.62253 -0.67417 -0.49689 0.7 0.8 -0.1
H 0.70825 -1.44380 1.55364 -1.1 -0.6 -1.2
H -0.37340 1.88215 0.21175 0.2 -0.2 0.0
C 0.55182 1.45405 -0.18703 0.2 0.2 -0.1
```
Forces are in eV/Å.

HOMO energy   -9.12 eV
Energy relative to the best compared isomer or geometry (same formula, charge and spin)   66.26 kcal/mol
Kohn-Sham gap   10.0 eV
LUMO level   0.9 eV

Results of the Mulliken charge analysis, in e, for atoms 1 through 5: atom 1 (C): -0.738, atom 2 (H): 0.342, atom 3 (H): 0.338, atom 4 (C): -1.138, atom 5 (H): 0.324



No. 5
ORCA calculation (wB97M-V/def2-TZVPD) on one molecule with the formula C2H4N2O4 in a non-equilibrium geometry.

Structure (XYZ):
```
12
Properties=species:S:1:pos:R:3:forces:R:3
H 1.34911 1.59207 0.05308 0.4 2.4 0.0
O -2.91758 -0.23822 -0.07292 -0.3 1.2 -0.6
H 0.61662 0.85042 1.38240 0.5 0.4 -0.6
O -0.83292 -1.63769 0.85519 -0.2 0.2 0.0
H 2.16338 -1.43392 -0.22976 -0.4 0.5 0.2
C 0.63130 -0.09364 -0.43408 -0.6 -2.4 -0.9
H 0.45302 0.34245 -1.49355 -0.1 -0.2 2.0
O 1.37778 -1.27784 -0.77395 0.2 0.5 0.0
N 1.19895 0.77136 0.54450 0.0 -1.9 0.3
O -1.51405 1.48930 0.01123 -1.2 -0.9 -0.7
N -1.84171 0.30352 -0.05393 0.2 -0.5 1.7
C -0.68390 -0.66782 0.21179 1.5 0.6 -1.6
```
Forces are in eV/Å.

HOMO energy   -10.37 eV
SMILES string   N[C@@H](O)C(=O)[N+](=O)[O-]
Energy relative to the best compared isomer or geometry (same formula, charge and spin)   78.85 kcal/mol
Kohn-Sham gap   9.4 eV
LUMO level   -1.0 eV

Results of the Mulliken charge analysis, in e, for atoms 1 through 5: atom 1 (H): 0.245, atom 2 (O): -0.528, atom 3 (H): 0.281, atom 4 (O): -0.370, atom 5 (H): 0.309



No. 6
ORCA calculation (wB97M-V/def2-TZVPD) on C19H15AsClMoN2O11S2 as an isolated structure.

Structure (XYZ):
```
52
Properties=species:S:1:pos:R:3:forces:R:3
N 0.49192 2.70157 1.57822 0.0 0.0 0.0
Cl -0.73737 0.82863 -3.25931 0.0 0.0 0.0
H 3.15854 0.38016 -2.83696 0.0 0.0 0.0
O 2.22651 0.82894 -0.33936 0.3 0.0 -0.2
H 1.02351 5.45522 3.35059 0.0 0.0 0.0
C 4.06668 -1.04700 -0.19998 0.0 -0.1 -0.1
H 0.84755 2.25726 -2.21199 0.0 0.0 -0.1
H -4.87678 -2.63051 -2.48438 0.0 0.0 0.0
C 5.34299 -2.79962 0.82500 0.0 0.0 0.0
H 0.57417 4.66819 0.99528 0.0 0.0 0.0
O -7.20047 -3.10774 -2.41184 0.0 0.0 0.0
C 0.96552 3.44101 4.14250 0.0 0.0 0.0
C 0.65208 4.01211 1.84827 0.0 0.0 0.0
C -0.11381 1.81315 -1.96044 0.2 0.1 0.0
S 3.77075 0.69741 -0.30133 0.0 0.0 0.0
H -0.84244 2.54303 -1.63214 0.0 0.0 0.0
H 5.37168 -0.73694 1.45757 0.0 0.0 0.0
N -7.32570 -2.28598 -1.53207 0.0 0.0 0.0
C -4.89719 -1.90862 -1.68199 0.0 0.0 0.0
C -6.09371 -1.60328 -1.06366 0.0 0.0 0.0
O 0.21263 2.35626 0.31426 -0.1 0.0 0.1
H -5.08563 0.66142 1.21177 0.0 0.0 0.0
C -2.63265 0.35572 0.29261 -0.2 0.0 0.2
C 0.56464 1.74564 2.51257 0.0 0.0 -0.1
C -6.19993 -0.69141 -0.02850 0.0 0.0 0.0
C -3.83139 -0.34957 -0.20073 0.1 0.0 -0.1
C 0.80123 2.10898 3.83363 0.0 0.0 0.0
O -2.57305 1.16776 1.16549 0.0 0.0 -0.1
O 4.24483 1.31227 0.89043 0.0 0.0 0.0
O 1.61003 -2.81980 -3.28265 0.0 0.0 0.1
C 3.53241 -1.97553 -1.10877 0.1 0.2 0.1
O 0.84011 -1.14403 -1.18612 -0.1 0.4 0.2
S 0.35276 0.12790 1.95251 0.1 -0.1 0.1
O 2.37672 -0.11224 -3.17075 0.1 0.0 0.0
C 0.89280 4.40560 3.13618 0.0 0.0 0.0
O 4.25119 1.14914 -1.57982 -0.1 0.0 0.0
C 3.91096 -3.30654 -1.03801 0.0 0.0 0.0
As 2.14389 -1.61843 -2.36976 0.0 -0.1 -0.1
C 4.82722 -3.71402 -0.07278 0.0 0.0 0.0
H -7.16458 -0.49343 0.41394 0.0 0.0 0.0
C 4.96515 -1.46153 0.76653 0.0 0.0 0.0
H 6.05041 -3.11721 1.57867 0.0 0.0 0.0
H 1.15541 3.73783 5.16432 0.0 0.0 0.0
H 3.48306 -4.01835 -1.73358 0.0 0.0 0.0
O -8.36592 -1.97117 -0.99843 0.0 0.0 0.0
Mo 0.31706 0.41096 -0.38698 -0.3 -0.4 -0.2
O -1.46756 -0.02054 -0.37156 0.1 0.1 -0.1
C -5.05171 -0.05824 0.40593 0.0 0.0 0.0
C -3.74998 -1.27006 -1.24322 0.0 0.0 0.0
H 0.85752 1.33632 4.58603 0.0 0.0 0.0
H 5.12711 -4.75186 -0.02667 0.0 0.0 0.0
H -2.79919 -1.48883 -1.70853 0.0 0.0 0.0
```
Forces are in eV/Å.

HOMO energy   -12.82 eV
Energy relative to the best compared isomer or geometry (same formula, charge and spin)   7.34 kcal/mol
Kohn-Sham gap   6.9 eV
LUMO level   -5.9 eV
Total charge   +1

Results of the Mulliken charge analysis, in e, for atoms 1 through 5: atom 1 (N): 0.389, atom 2 (Cl): -0.053, atom 3 (H): 0.542, atom 4 (O): -0.232, atom 5 (H): 0.452



No. 7
ORCA calculation (wB97M-V/def2-TZVPD) on C17H28N11O8ReS as an isolated structure in a non-equilibrium geometry.

Structure (XYZ):
```
66
Properties=species:S:1:pos:R:3:forces:R:3
N 2.74973 1.45401 -0.43238 1.9 -0.3 -1.3
N 3.87223 0.68051 2.25492 0.1 0.4 0.1
O -4.95497 -2.59039 -2.81098 -0.1 -0.1 -0.9
H -1.72337 1.54951 -0.51368 0.1 0.0 0.1
C 1.04793 -1.28999 -0.52388 0.2 -1.1 -0.4
H 4.73123 0.49501 1.74172 -0.2 -0.3 0.1
C 4.82563 0.97621 -1.79478 1.1 -0.3 -0.8
N -0.91947 -1.57919 -1.48068 0.8 0.6 0.5
C -2.75777 -3.26239 -1.48208 -1.2 0.2 0.0
N 3.39363 -0.48209 2.86982 0.1 -0.2 0.0
O -0.19137 -4.22159 -2.08368 0.1 -0.3 -0.2
H 4.03633 -1.14269 3.30872 -0.1 0.3 -0.1
H -2.88927 0.23121 -0.71608 0.0 -0.1 0.0
H 2.04543 3.99061 -1.76738 -0.1 -0.1 0.1
N 4.61833 -0.30209 -3.99648 -0.1 -0.5 -0.9
N 1.60963 -1.74499 3.61762 -0.1 0.1 0.0
C 0.09603 4.27161 0.14822 -0.1 0.6 0.9
N -0.01057 0.34221 2.61652 -0.3 -2.0 1.9
S -4.52937 -2.69039 -1.45808 0.3 -1.4 1.2
H -5.35907 -3.75739 0.50162 0.1 -0.1 0.0
C -1.94817 0.65301 -1.08478 -0.3 0.2 -0.1
N 1.26993 0.17881 2.30762 1.0 1.2 -1.4
C 3.71763 1.23791 -1.06648 -1.7 0.5 1.0
H -1.58707 -2.60059 -3.15558 0.0 0.3 0.2
H -2.69967 -4.22149 -1.98858 0.0 0.0 0.0
H 2.16683 4.89771 0.39032 -0.1 0.0 0.2
O 1.67333 -3.92429 -1.02548 0.6 -0.3 0.1
H -7.52047 -4.66099 -0.40008 0.2 0.2 -0.1
H 1.76673 4.43701 3.55942 0.0 -0.2 -0.2
O -0.60107 -0.30589 3.42712 -0.2 0.4 -0.3
H -0.72177 3.91741 0.78792 0.0 0.2 -0.2
H 2.22153 -2.38999 4.09752 0.1 0.0 0.1
H -2.70157 -1.37559 -2.52668 0.3 0.0 0.0
C -0.84957 -0.32499 -0.99368 -0.7 -0.3 -0.4
H 4.08503 1.39691 2.94972 0.1 -0.3 0.1
C 1.38183 3.50481 3.13672 -0.2 0.0 1.3
Re 1.16223 1.55891 0.62852 -2.1 0.1 0.6
C -6.94367 -3.91809 -0.97068 -0.9 -0.3 0.0
H -7.06837 -4.15639 -2.02618 0.0 0.1 0.0
H -0.24117 5.13481 -0.43178 0.0 -0.1 0.0
O -4.46787 -1.48799 -0.66708 0.1 0.7 0.5
C 6.09463 1.36201 -1.31898 -0.7 -0.1 0.0
C -5.51347 -3.99459 -0.54888 1.3 1.0 -0.6
C 1.05553 3.55801 -1.93928 0.4 0.1 -1.0
O 0.40863 3.17751 -0.72008 0.4 -1.2 1.0
C 0.27223 -2.20149 -1.18168 0.5 1.3 0.6
H 1.07393 5.43631 1.68982 0.1 -0.2 0.0
O 1.68703 3.43841 1.74612 0.0 -1.3 -0.9
H -5.04227 -4.93299 -0.83148 0.0 -0.1 0.1
H -2.11507 0.95211 -2.12068 0.0 0.0 -0.1
H 0.30413 3.44191 3.33112 0.2 0.0 -0.2
C -2.00357 -2.16719 -2.24138 -0.9 -0.5 -0.8
H 1.89453 2.66941 3.61202 -0.1 0.1 0.0
H 1.14233 2.65431 -2.54078 0.0 0.1 0.0
N 0.61433 -3.57079 -1.46928 -0.3 0.1 0.0
C 1.30983 4.61311 1.01122 -0.4 0.6 -1.1
N 7.11003 1.64911 -0.87518 0.9 0.3 0.4
H 0.61253 -1.84239 3.79602 0.3 0.0 -0.2
O -0.50647 1.26431 1.94492 -0.7 1.5 -1.1
H 2.04433 -1.40199 -0.14368 0.1 -0.2 0.0
H -7.38747 -2.94829 -0.74868 0.0 0.0 -0.1
H -2.43967 -3.36229 -0.44658 0.0 0.0 0.0
N 0.34843 -0.12569 -0.41528 0.4 1.0 0.5
C 2.08413 -0.70809 2.95322 0.0 -0.7 0.5
H 0.43393 4.28081 -2.47228 0.0 -0.1 0.2
C 4.73183 0.27961 -3.01708 -0.2 0.3 0.6
```
Forces are in eV/Å.

Multiplicity   4
HOMO energy (spin up / spin down)   -16.66 / -16.66 eV
Energy relative to the best compared isomer or geometry (same formula, charge and spin)   49.16 kcal/mol
Kohn-Sham gap (spin up / spin down)   6.4 / 4.7 eV
LUMO level (spin up / spin down)   -10.2 / -12.0 eV
Total charge   +3

Results of the Mulliken charge analysis, in e, for atoms 1 through 5: atom 1 (N): -0.586, atom 2 (N): -0.471, atom 3 (O): -0.641, atom 4 (H): -0.017, atom 5 (C): -0.664



No. 8
ORCA calculation (wB97M-V/def2-TZVPD) on one molecule with the formula C4H7NO.

Structure (XYZ):
```
13
Properties=species:S:1:pos:R:3:forces:R:3
H 1.46389 -0.77249 -0.99118 0.1 0.0 0.1
H -2.91659 -1.18840 -0.14719 0.1 0.1 0.0
H -0.34664 0.39276 1.22094 0.0 -0.1 -0.2
N -0.93834 -0.61333 -0.49817 0.3 0.2 0.2
C 1.37816 -0.37959 0.02897 -0.1 0.0 0.0
H 1.84353 -1.12194 0.69365 0.0 0.1 0.0
C -0.07871 -0.17931 0.31999 -0.1 -0.1 -0.2
H -2.47276 0.37074 0.62078 0.0 -0.1 -0.1
O 1.69814 1.96383 0.47960 0.2 -0.5 -0.2
H 3.23340 0.82599 -0.15861 -0.1 0.0 0.0
H -2.68489 0.24653 -1.14786 -0.1 -0.1 0.2
C 2.16394 0.90635 0.12772 -0.1 0.3 0.1
C -2.32198 -0.27622 -0.25736 -0.2 0.0 0.0
```
Forces are in eV/Å.

HOMO energy   -9.74 eV
SMILES string   C/N=C/CC=O
Energy relative to the best compared isomer or geometry (same formula, charge and spin)   37.39 kcal/mol
Kohn-Sham gap   10.8 eV
LUMO level   1.1 eV

Results of the Mulliken charge analysis, in e, for atoms 1 through 5: atom 1 (H): 0.241, atom 2 (H): 0.239, atom 3 (H): 0.282, atom 4 (N): -0.369, atom 5 (C): -0.497